{
  "formula": "C46H77F12N16O8S4",
  "method": "wB97M-V/def2-TZVPD",
  "charge": 5,
  "lumo_energy_ha": -0.4082,
  "largest_force_ev_per_a": 5.53,
  "orbital_gap_ev": 1.4,
  "symbols": ["C", "C", "N", "C", "C", "N", "C", "C", "H", "H", "H", "H", "H", "H", "H", "H", "H", "H", "H", "C", "C", "N", "C", "C", "N", "C", "C", "H", "H", "H", "H", "H", "H", "H", "H", "H", "H", "H", "C", "C", "N", "C", "C", "N", "C", "C", "H", "H", "H", "H", "H", "H", "H", "H", "H", "H", "H", "C", "C", "N", "C", "C", "N", "C", "C", "H", "H", "H", "H", "H", "H", "H", "H", "H", "H", "H", "C", "C", "N", "C", "C", "N", "C", "C", "H", "H", "H", "H", "H", "H", "H", "H", "H", "H", "H", "C", "C", "N", "C", "C", "N", "C", "C", "H", "H", "H", "H", "H", "H", "H", "H", "H", "H", "H", "C", "C", "N", "C", "C", "N", "C", "C", "H", "H", "H", "H", "H", "H", "H", "H", "H", "H", "H", "C", "F", "F", "F", "S", "O", "O", "N", "S", "O", "O", "C", "F", "F", "F", "C", "F", "F", "F", "S", "O", "O", "N", "S", "O", "O", "C", "F", "F", "F"],
  "positions_angstrom": [[5.4471, 0.4683, -0.2924], [6.4573, 1.4848, 0.0620], [5.9345, 2.2880, 1.1877], [6.5689, 3.3916, 1.6718], [5.7348, 3.9424, 2.5735], [4.5882, 3.1581, 2.6384], [4.7227, 2.1318, 1.8047], [3.4360, 3.4485, 3.4642], [5.3723, -0.2327, 0.6039], [5.7477, -0.0801, -1.1568], [4.4906, 0.9070, -0.4955], [6.6878, 2.0937, -0.7876], [7.3924, 1.0387, 0.3771], [7.5209, 3.7008, 1.3322], [5.8338, 4.8151, 3.2141], [4.1258, 1.2381, 1.6261], [2.6507, 2.7315, 3.3747], [2.9185, 4.3671, 3.1614], [3.6070, 3.3756, 4.5222], [-1.7785, -8.4822, -4.9018], [-1.4951, -7.3953, -3.8824], [-2.4499, -6.3065, -3.8250], [-3.8210, -6.4793, -4.0525], [-4.4670, -5.5636, -3.3471], [-3.4958, -4.6775, -2.8455], [-2.2880, -5.2049, -3.0427], [-3.8335, -3.5224, -2.0223], [-0.8425, -8.9303, -5.2116], [-2.2840, -8.0857, -5.8177], [-2.4385, -9.1526, -4.4386], [-0.4946, -7.0084, -3.9845], [-1.4748, -7.8605, -2.8972], [-4.1347, -7.2690, -4.6606], [-5.5124, -5.2688, -3.3305], [-1.4617, -4.8435, -2.5118], [-3.8871, -3.8213, -0.9486], [-4.8489, -3.3366, -2.2537], [-3.1171, -2.6830, -2.1248], [-4.9261, 5.0268, -3.9488], [-5.5464, 3.8925, -4.7799], [-6.9661, 4.0232, -5.2272], [-7.5355, 3.1993, -6.1098], [-8.8508, 3.4467, -6.2114], [-9.0305, 4.5344, -5.3415], [-7.8530, 4.9163, -4.8448], [-10.2677, 5.3341, -5.2237], [-4.6241, 5.8299, -4.6330], [-4.0317, 4.5511, -3.5850], [-5.5033, 5.4553, -3.1199], [-5.6192, 2.9238, -4.2673], [-4.9490, 3.7842, -5.6934], [-6.9668, 2.4067, -6.5341], [-9.5787, 3.1111, -6.8757], [-7.7251, 5.7253, -4.0764], [-11.0913, 4.6243, -5.1869], [-10.4490, 6.1005, -6.0036], [-10.2111, 5.7787, -4.2798], [2.8287, 12.4227, 5.6776], [3.7760, 13.4006, 5.0150], [3.2679, 13.8768, 3.7444], [4.1906, 14.2828, 2.7498], [3.4387, 14.7820, 1.6945], [2.1333, 14.7252, 2.0965], [2.0433, 14.1352, 3.3052], [0.9261, 15.1347, 1.2324], [3.3384, 12.2601, 6.6169], [2.6306, 11.5976, 5.0626], [1.8901, 12.8964, 5.9704], [4.7744, 12.8963, 4.8996], [4.0731, 14.2144, 5.6714], [5.2381, 14.1964, 2.9369], [3.6860, 15.2934, 0.7578], [1.1408, 14.1104, 3.9353], [0.7631, 14.3830, 0.4852], [1.2051, 16.1283, 0.8386], [0.1261, 15.1904, 1.9873], [1.8412, -10.6253, 4.5581], [3.0908, -9.8563, 4.9087], [3.1030, -8.4828, 4.2956], [3.4385, -8.1828, 2.9720], [3.0469, -6.9458, 2.7284], [2.5243, -6.4188, 3.9557], [2.6029, -7.4067, 4.8583], [1.8485, -5.1483, 4.1223], [0.9534, -10.0526, 4.9837], [1.7846, -11.5975, 5.0233], [1.6480, -10.6628, 3.5024], [3.9807, -10.3762, 4.5378], [3.2417, -9.6301, 5.9859], [3.7549, -9.0449, 2.4029], [3.0079, -6.3297, 1.8102], [2.4716, -7.2593, 5.9705], [0.9304, -5.2658, 3.4927], [2.4834, -4.2850, 3.8312], [1.6373, -5.0404, 5.1914], [-11.8264, -1.6844, 5.3940], [-11.1045, -0.3520, 5.6589], [-11.7056, 0.4858, 6.7066], [-12.0113, 0.1312, 7.9773], [-12.6246, 1.1718, 8.5717], [-12.5780, 2.1972, 7.6196], [-11.9884, 1.7739, 6.5257], [-13.3236, 3.5518, 7.7438], [-11.8083, -2.3440, 6.2572], [-11.4631, -2.2191, 4.5280], [-12.9366, -1.4422, 5.2647], [-10.9494, 0.2718, 4.7743], [-10.1283, -0.5104, 5.9706], [-11.7703, -0.8508, 8.3047], [-13.0344, 1.3173, 9.5368], [-11.7713, 2.3331, 5.5944], [-14.4623, 3.4342, 7.8129], [-13.0587, 4.0614, 6.7859], [-12.7976, 4.1566, 8.4611], [10.3849, -7.5492, -9.0278], [9.4319, -6.7613, -8.5644], [19.3699, -4.8809, -5.9859], [20.3490, -4.0633, -6.2532], [20.7005, -4.1184, -7.6934], [19.8668, -4.9526, -8.2098], [18.9855, -5.3376, -7.1548], [20.1518, -5.5165, -9.6133], [9.8363, -8.1271, -6.8115], [11.4083, -7.2674, -9.2750], [10.0521, -8.5173, -9.2905], [9.9734, -5.8018, -8.3389], [8.3392, -7.1240, -8.4729], [20.7609, -3.4285, -5.5290], [21.4704, -3.4773, -8.1753], [18.1467, -5.9919, -7.3495], [19.2703, -5.9317, -10.0955], [20.8567, -6.3591, -9.5669], [20.6031, -4.7291, -10.2014], [0.0005, -1.1983, 2.3968], [-0.9521, -2.1351, 2.2856], [-0.5644, -0.1431, 1.7361], [0.2829, -0.8414, 3.6278], [1.6216, -1.6359, 1.6671], [2.2350, -0.3275, 1.3759], [2.2868, -2.4213, 2.7039], [1.3111, -2.2579, 0.2681], [0.7386, -3.7033, 0.0521], [1.2452, -4.7575, 0.9593], [-0.6859, -3.7543, -0.1981], [1.3379, -4.0541, -1.5983], [0.5705, -3.3143, -2.3911], [2.6463, -3.7875, -1.8202], [1.0867, -5.3188, -1.8960], [-8.3822, 0.2321, -0.8526], [-9.0733, 0.1874, 0.2675], [-9.1092, -0.2949, -1.8219], [-8.0480, 1.4878, -1.0674], [-6.7747, -0.7849, -0.5777], [-7.0609, -2.0200, 0.1561], [-6.2191, -0.9752, -1.9871], [-6.0695, 0.3455, 0.2420], [-4.8646, 0.3399, 1.2109], [-4.9736, -0.5783, 2.3102], [-3.6642, 0.3496, 0.4522], [-4.9763, 2.0441, 1.8501], [-5.0854, 3.0845, 0.9433], [-5.9331, 2.1096, 2.7293], [-3.7880, 2.2178, 2.4477]],
  "forces_ev_per_a": [[-0.1, -1.6, 1.6], [0.1, 0.0, 0.6], [-0.8, -0.3, -0.1], [-0.9, 0.0, 0.4], [-0.6, 0.6, 0.8], [0.3, -0.2, 0.0], [1.9, 0.0, -1.0], [-1.2, 0.3, 0.1], [-0.3, 0.5, -1.4], [0.2, -0.5, -0.5], [-0.6, 0.1, -0.1], [0.0, 0.9, -0.3], [0.2, -0.2, 0.2], [0.7, 0.2, -0.2], [0.0, -0.3, -0.3], [-0.5, 0.6, 0.3], [-0.2, -1.0, -0.8], [0.7, 0.1, 0.2], [0.8, 0.6, 0.4], [-0.2, 1.8, -1.2], [1.0, -0.5, 0.3], [-0.5, 1.0, 0.9], [1.9, -0.5, 0.6], [-0.3, 2.6, -0.3], [0.1, -1.3, 0.4], [-2.5, -0.9, -1.1], [0.6, -0.3, 1.6], [-0.1, -0.3, 0.1], [0.5, -0.2, 0.6], [-0.8, -1.4, 0.3], [0.2, 0.5, -0.4], [-0.2, 0.0, 0.1], [-0.6, -0.9, -0.6], [0.3, -0.3, 0.1], [1.4, 0.3, 0.2], [0.5, 0.1, -0.7], [-0.8, 1.1, -0.5], [-0.7, -0.6, -0.2], [-0.5, -0.1, -0.9], [-0.7, -0.4, 0.0], [1.7, 1.8, 0.5], [0.0, -2.1, -0.8], [1.1, 2.2, 1.7], [-0.9, 0.9, -1.6], [-0.9, 0.4, 1.8], [-0.2, -0.9, -0.9], [-0.1, -0.1, 0.3], [0.4, 0.2, 0.5], [0.0, -0.5, -0.2], [0.7, 0.3, 0.2], [-0.2, -0.1, 0.3], [0.2, -0.3, -0.4], [-1.1, -0.6, -0.6], [0.0, -1.0, -1.1], [-0.1, 0.1, -0.2], [0.5, -0.7, 0.3], [-0.1, 1.0, 1.4], [0.3, 2.3, 1.1], [0.7, -1.1, 0.7], [2.0, 0.9, -2.0], [-2.1, 0.2, -0.5], [0.9, 0.1, 1.1], [-1.4, -0.6, -0.4], [-0.4, 0.9, 0.4], [1.6, 0.5, 2.2], [-0.1, -1.0, 0.3], [0.0, -1.4, -0.5], [-0.1, 0.0, -0.2], [-1.0, 0.3, -0.7], [-0.6, 0.5, 0.0], [0.3, 0.0, -0.2], [0.1, -0.5, 0.5], [0.5, -0.3, -0.7], [-0.1, -0.2, -0.3], [-0.5, -0.6, 0.0], [0.0, 0.2, -0.8], [-1.9, 1.7, 1.3], [1.1, 0.8, 0.2], [0.4, -0.9, -0.3], [-0.5, -2.5, 1.0], [-1.1, 2.9, 0.1], [1.3, -1.9, -1.0], [-0.1, 1.5, 1.3], [-0.4, 0.5, -0.2], [0.9, -0.7, -0.4], [0.3, -0.3, -0.1], [0.2, -0.3, -0.6], [0.0, 0.2, 0.2], [-0.3, -0.7, -0.6], [0.2, 0.6, -0.4], [0.1, -0.5, 0.8], [-0.3, -0.4, -1.6], [0.7, 0.8, 0.7], [-0.6, -0.8, -0.2], [-0.3, 0.0, -0.3], [-2.2, 1.3, 0.5], [-0.4, -0.3, -0.6], [0.6, 0.5, -1.3], [-0.3, -0.8, 0.2], [0.6, 0.9, -1.3], [-2.0, 2.0, 1.5], [-0.2, -0.3, -1.0], [0.5, -0.9, -2.0], [0.3, -0.1, 0.1], [0.2, 0.1, -0.2], [1.4, -0.4, -0.2], [-0.6, -0.1, 0.0], [2.0, -0.7, 0.7], [-0.1, -0.4, 0.4], [-0.3, 0.1, 0.6], [-0.4, -0.4, 0.9], [2.0, 0.0, 0.3], [-0.6, -0.4, 0.6], [-0.4, -0.1, 0.9], [1.1, -2.8, -0.7], [-0.9, 1.8, 2.4], [-1.9, -0.3, -0.6], [2.1, 0.8, -3.1], [1.9, 3.0, 4.3], [-1.7, -2.1, -1.8], [0.4, -1.5, -1.5], [-0.5, -0.4, 1.3], [0.2, 1.0, -1.7], [-0.3, 0.1, 0.4], [0.3, -1.2, -0.6], [-2.2, -0.1, 0.3], [1.9, 1.2, -0.2], [0.7, 0.6, 0.8], [-0.8, -1.1, 0.1], [0.2, -0.1, 0.0], [-0.3, 0.4, 0.2], [-0.1, 0.4, 0.5], [-0.2, 0.2, 0.0], [-1.7, 1.2, -1.8], [1.1, -0.4, 0.9], [1.1, -0.4, 0.6], [-0.6, -0.1, 0.7], [2.1, 1.9, 0.4], [-0.6, -1.4, 0.6], [-0.9, 0.3, -1.4], [-0.1, -0.8, 0.0], [-0.8, -2.0, 2.5], [-0.2, 1.6, -1.4], [0.5, 0.1, 0.2], [0.9, 0.6, -0.6], [0.4, 0.4, -0.9], [-1.0, -0.3, 0.1], [0.2, -0.7, -0.1], [1.7, -1.7, 0.9], [-0.7, 0.0, 0.7], [-0.1, 0.4, -0.4], [-0.3, 0.6, -0.9], [1.0, -0.9, -2.5], [0.1, 1.6, -0.9], [-1.4, 0.5, 3.5], [-1.5, -0.1, -0.5], [0.0, -1.4, -1.0], [0.0, 0.7, 0.1], [1.5, 0.0, -0.2], [1.3, 0.6, -0.8], [-0.3, -1.5, 0.9], [-0.9, 0.7, 0.7], [-0.1, 0.4, 0.4]],
  "mulliken_charge": [-1.4239, -0.2396, 0.2092, -0.4940, -0.4361, 0.1516, -0.0879, -0.9419, 0.3094, 0.4586, 0.4177, 0.3775, 0.3415, 0.4823, 0.4421, 0.4353, 0.3388, 0.3655, 0.3730, -1.4473, -0.1420, 0.2277, -0.2787, -0.5668, 0.3101, -0.2871, -0.7819, 0.3630, 0.3257, 0.4337, 0.3532, 0.3419, 0.4748, 0.3740, 0.3649, 0.2778, 0.3209, 0.2983, -1.2593, -0.3375, 0.1509, -0.4149, -0.4790, 0.0931, 0.0632, -0.9031, 0.3675, 0.3558, 0.3804, 0.4486, 0.2853, 0.4344, 0.5184, 0.2495, 0.3795, 0.3038, 0.3653, -1.2564, -0.3087, 0.1499, -0.4032, -0.3926, 0.0698, 0.0949, -0.7729, 0.3725, 0.3880, 0.3640, 0.3016, 0.3455, 0.4122, 0.4132, 0.2724, 0.3119, 0.3517, 0.2862, -1.0161, -0.5859, 0.1081, -0.4274, -0.4000, 0.1620, 0.1283, -0.6013, 0.2915, 0.3844, 0.3454, 0.3451, 0.3247, 0.4248, 0.4205, 0.3105, 0.2390, 0.2798, 0.3135, -1.1015, -0.4795, 0.1204, -0.2434, -0.5748, 0.0374, 0.1349, -0.8181, 0.3577, 0.3649, 0.3077, 0.3588, 0.3650, 0.4358, 0.4613, 0.2957, 0.3214, 0.2888, 0.3677, -0.4078, -0.4926, -0.4910, -0.3650, -0.0513, 0.0638, -0.1379, -0.6923, 0.3173, 0.2303, 0.3827, 0.2766, 0.3936, 0.4153, 0.3279, 0.3497, 0.2826, 0.3126, 0.2855, 0.6190, -0.1699, -0.2322, -0.2155, 0.9073, -0.7081, -0.6832, -0.3873, 0.9818, -0.5410, -0.5597, 0.5268, -0.2250, -0.2339, -0.2000, 0.5560, -0.2318, -0.2052, -0.2114, 1.0103, -0.6293, -0.6791, -0.3001, 1.0921, -0.6488, -0.6502, 0.5899, -0.2296, -0.2157, -0.2166]
}